Entry 1:
Here is a 2-piece molecular cluster, CH7N3 overall in a non-equilibrium geometry from the OMol25 dataset. Energies are from wB97M-V/def2-TZVPD.

Results
Relative energy (zero: lowest compared OMol25 entry of this formula, charge and spin): 173.6 kJ/mol
Kohn-Sham gap: 9.19 eV
Lowest unoccupied orbital energy: 0.9 eV
Electronic energy: -5619.1067 eV
HOMO: -8.3 eV
SMILES: [H]/N=C/N.N
Charge: 0

Element x y z (Å)
N1 -1.935 -0.848 -0.001
H1 -2.931 -0.635 0.037
H2 -1.334 -0.104 -0.014
H3 -1.681 -1.477 -0.778
N2 1.936 -0.145 0.381
C1 0.844 0.701 0.456
N3 0.729 1.739 -0.290
H4 1.791 -1.105 0.706
H5 2.485 -0.126 -0.492
H6 0.002 0.299 1.024
H7 0.094 1.700 -1.027

Here are the Mulliken charges for atoms 1 to 5, given in e: N -0.63; H 0.20; H 0.27; H 0.21; N -0.54

=====

Entry 2:
Here is a 2-piece molecular cluster, CH7N3 overall in a non-equilibrium geometry from the OMol25 dataset. Energies are from wB97M-V/def2-TZVPD.

Results
Relative energy (zero: lowest compared OMol25 entry of this formula, charge and spin): 99.6 kJ/mol
Kohn-Sham gap: 9.94 eV
Lowest unoccupied orbital energy: 0.8 eV
Electronic energy: -5619.8739 eV
HOMO: -9.2 eV
SMILES: [H]/N=C/N.N
Charge: 0

Element x y z (Å)
N1 -2.421 -1.103 1.624
H1 -2.123 -1.093 2.614
H2 -1.762 -1.631 0.886
H3 -3.162 -1.707 1.835
N2 0.454 0.798 -1.519
C1 1.552 0.777 -0.683
N3 2.739 0.812 -1.194
H4 -0.477 0.605 -1.209
H5 0.483 1.420 -2.282
H6 1.363 0.661 0.409
H7 3.354 0.460 -0.481

Here are the Mulliken charges for atoms 1 to 5, given in e: N -0.66; H 0.22; H 0.25; H 0.21; N -0.43

=====

Entry 3:
Here is a 2-piece molecular cluster, CH7N3O overall in a non-equilibrium geometry from the OMol25 dataset. Energies are from wB97M-V/def2-TZVPD.

Results
Relative energy (zero: lowest compared OMol25 entry of this formula, charge and spin): 0.0 kJ/mol
Kohn-Sham gap (alpha / beta): 11.73 / 7.77 eV
Lowest unoccupied orbital energy (alpha / beta): -4.0 / -7.9 eV
Electronic energy: -7660.0861 eV
HOMO (alpha / beta): -15.7 / -15.7 eV
Spin multiplicity: 2
Charge: +1

Element x y z (Å)
N1 1.546 0.262 -1.423
C1 0.645 0.076 -0.431
N2 -0.038 -1.031 -0.363
N3 0.369 1.094 0.432
H1 1.714 1.231 -1.655
H2 1.394 -0.368 -2.198
H3 -0.193 -1.546 -1.214
H4 -0.786 -1.108 0.326
H5 1.195 1.446 0.951
H6 -1.299 0.271 1.517
H7 -2.366 -0.218 2.501
O1 -2.181 -0.109 1.557

Here are the Mulliken charges for atoms 1 to 5, given in e: N -0.38; C 0.71; N -0.29; N -0.41; H 0.28

=====

Entry 4:
Here is a 2-piece molecular cluster, CH7N4O overall in a non-equilibrium geometry from the OMol25 dataset. Energies are from wB97M-V/def2-TZVPD.

Results
Relative energy (zero: lowest compared OMol25 entry of this formula, charge and spin): 465.9 kJ/mol
Kohn-Sham gap (alpha / beta): 9.74 / 7.79 eV
Lowest unoccupied orbital energy (alpha / beta): -4.3 / -5.5 eV
Electronic energy: -9145.2144 eV
HOMO (alpha / beta): -14.1 / -13.3 eV
Charge: +1

Element x y z (Å)
C1 -1.107 0.084 0.234
N1 -1.719 1.186 0.449
N2 -1.279 -1.216 0.245
N3 2.606 -0.394 0.220
N4 1.009 1.124 -0.481
O1 1.735 0.757 0.521
H1 -2.714 1.264 0.814
H2 -1.108 1.952 0.408
H3 -2.183 -1.704 0.041
H4 -0.418 -1.807 0.314
H5 1.975 -1.177 0.458
H6 3.464 -0.402 0.745
H7 0.978 0.567 -1.358

Here are the Mulliken charges for atoms 1 to 5, given in e: C 0.32; N -0.26; N -0.30; N -0.38; N -0.26

=====

Entry 5:
Here is an isolated ion of composition CH7N4OP and charge +2 in a non-equilibrium geometry from the OMol25 dataset. Energies are from wB97M-V/def2-TZVPD.

Results
Relative energy (zero: lowest compared OMol25 entry of this formula, charge and spin): 32.6 kJ/mol
Kohn-Sham gap: 9.32 eV
Lowest unoccupied orbital energy: -10.4 eV
Electronic energy: -18426.0204 eV
HOMO: -19.7 eV
SMILES: [NH2+]=NCN=P(=[NH2+])O
Charge: +2

Element x y z (Å)
C1 -1.020 -0.667 0.163
N1 -2.001 0.332 0.206
N2 0.308 -0.360 -0.157
N3 -3.192 0.080 0.093
N4 3.144 -0.298 -0.074
O1 1.967 1.850 0.053
P1 1.705 0.304 0.203
H1 -1.078 -1.125 1.140
H2 -1.299 -1.579 -0.588
H3 1.266 2.320 0.030
H4 -3.368 -0.858 -0.314
H5 -3.733 0.835 -0.178
H6 3.817 0.404 -0.443
H7 3.483 -1.240 -0.133

Here are the Mulliken charges for atoms 1 to 5, given in e: C -0.40; N 0.13; N -0.25; N -0.07; N -0.30

=====

Entry 6:
Here is an isolated ion of composition CH7N4S2 and charge +1 in a non-equilibrium geometry from the OMol25 dataset. Energies are from wB97M-V/def2-TZVPD.

Results
Relative energy (zero: lowest compared OMol25 entry of this formula, charge and spin): 93.6 kJ/mol
Kohn-Sham gap: 8.74 eV
Lowest unoccupied orbital energy: -4.8 eV
Electronic energy: -28771.6670 eV
HOMO: -13.5 eV
SMILES: NC(N)=N[NH+](S)S
Charge: +1

Element x y z (Å)
C1 0.018 -0.164 -0.678
N1 0.230 0.984 0.083
N2 -0.254 -0.097 -1.960
N3 0.056 -1.329 -0.103
N4 0.172 0.967 1.386
S1 -1.431 0.719 2.142
S2 1.277 -0.284 2.427
H1 -0.417 0.814 -2.273
H2 -0.160 -0.956 -2.546
H3 0.314 -1.440 0.837
H4 -0.152 -2.024 -0.805
H5 0.664 1.908 1.785
H6 -1.585 2.085 2.463
H7 2.419 -0.168 1.464

Here are the Mulliken charges for atoms 1 to 5, given in e: C 0.75; N -0.63; N -0.38; N -0.23; N -0.20

=====

Entry 7:
Here is one molecule with the formula CH7N5S in a non-equilibrium geometry from the OMol25 dataset. Energies are from wB97M-V/def2-TZVPD.

Results
Relative energy (zero: lowest compared OMol25 entry of this formula, charge and spin): 193.9 kJ/mol
Kohn-Sham gap: 9.12 eV
Lowest unoccupied orbital energy: 0.6 eV
Electronic energy: -19432.1590 eV
HOMO: -8.5 eV
SMILES: N/N=C(/NN)NS
Charge: 0

Element x y z (Å)
C1 -0.049 -0.393 0.118
H1 2.406 -0.030 0.838
H2 1.941 1.547 1.218
H3 0.293 -0.479 2.081
H4 -0.293 0.016 -1.707
H5 -0.671 2.359 -0.577
H6 -1.911 -2.606 -1.142
H7 -2.645 -0.728 -0.825
N1 1.892 0.568 1.427
N2 0.554 0.079 1.339
N3 0.318 0.371 -1.000
N4 -0.835 -1.391 0.121
N5 -1.613 -1.389 -1.093
S1 0.612 2.077 -0.796

Here are the Mulliken charges for atoms 1 to 5, given in e: C 0.36; H 0.25; H 0.29; H 0.25; H 0.45

=====

Entry 8:
Here is CH7N6 as an isolated structure in a non-equilibrium geometry from the OMol25 dataset. Energies are from wB97M-V/def2-TZVPD.

Results
Relative energy (zero: lowest compared OMol25 entry of this formula, charge and spin): 239.4 kJ/mol
Kohn-Sham gap: 11.71 eV
Lowest unoccupied orbital energy: -3.5 eV
Electronic energy: -10081.9218 eV
HOMO: -15.2 eV
Charge: +1

Element x y z (Å)
C1 0.839 0.426 -0.178
N1 1.574 0.534 0.916
N2 2.743 0.125 0.567
N3 1.481 0.062 -1.274
N4 2.688 -0.108 -0.742
N5 -0.837 0.964 -0.254
N6 -2.149 -0.892 0.753
H1 -1.679 -1.390 -0.005
H2 3.477 -0.328 -1.314
H3 -0.969 0.971 -1.266
H4 -0.926 1.907 0.053
H5 -3.089 -1.086 0.875
H6 -1.611 0.039 0.378
H7 -1.543 -1.224 1.491

Here are the Mulliken charges for atoms 1 to 5, given in e: C 0.53; N -0.17; N -0.34; N -0.47; N 0.37